{"formula": "C4H9NO3", "method": "ωB97M-V/def2-TZVPD", "orbital_gap_ev": 10.44, "charge": 0, "molar_mass_g_mol": 119.1, "lumo_ev": 0.550, "homo_energy_ev": -9.89, "smiles": "N[C@@H](CO)CC(=O)O", "relative_energy_kcal_mol": 44.8, "elements": ["C", "O", "C", "C", "C", "O", "O", "N", "H", "H", "H", "H", "H", "H", "H", "H", "H"], "coordinates": [[0.393517, 0.988811, -0.891025], [-0.275210, 1.329558, -2.097643], [-0.524360, 0.508183, 0.169453], [0.140612, -0.605554, 0.906398], [0.346791, -1.747898, -0.168613], [1.422872, -2.548348, 0.122207], [-0.411913, -1.918871, -1.101118], [-0.988795, 1.698059, 0.931298], [0.999351, 0.147521, -1.281096], [1.080522, 1.813471, -0.454513], [-0.842268, 2.042411, -1.983815], [-1.401303, -0.113895, -0.090106], [-0.457912, -1.094062, 1.695163], [1.049439, -0.316839, 1.487375], [1.340974, -3.519713, -0.314935], [-0.214102, 1.962277, 1.455543], [-1.658215, 1.374889, 1.615425]], "atomic_forces_ev_per_a": [[0.86, 0.00, -1.67], [1.76, -1.33, -0.26], [-1.75, -0.15, 1.29], [1.81, -1.53, 0.90], [-0.23, -0.32, 0.27], [-0.88, -2.57, -1.03], [1.10, -0.16, 1.30], [-1.12, -1.68, -1.00], [0.19, 0.64, 0.65], [-1.01, -1.09, -0.80], [-1.63, 2.09, 0.59], [-0.02, 1.38, -1.33], [-0.29, 0.32, -0.37], [-0.10, -0.35, -0.89], [0.02, 3.55, 1.01], [1.68, 1.09, 1.24], [-0.37, 0.12, 0.12]]}

---

{"formula": "C4H9NO3S", "method": "ωB97M-V/def2-TZVPD", "orbital_gap_ev": 9.71, "charge": 0, "molar_mass_g_mol": 151.2, "lumo_ev": 0.329, "homo_energy_ev": -9.38, "smiles": "O=CN[C@H](C=O)CS.O", "relative_energy_kcal_mol": 34.9, "elements": ["O", "C", "N", "C", "C", "S", "C", "O", "H", "H", "H", "H", "H", "H", "H", "H", "H", "O"], "coordinates": [[-0.315405, -2.346264, 0.439662], [-0.885607, -1.982470, -0.552379], [-1.165946, -0.662488, -0.774296], [-0.408608, 0.356929, -0.090978], [0.893340, 0.710641, -0.825654], [2.012999, 1.826974, 0.008944], [-1.214419, 1.743487, -0.042774], [-2.016026, 2.166639, -0.845883], [-1.660043, -2.361670, -1.114606], [-1.815422, -0.246130, -1.405423], [-0.142453, 0.045369, 0.886971], [0.868343, 1.065131, -1.839233], [1.548150, -0.182230, -0.930045], [1.383722, 2.768338, 0.699819], [-0.756982, 2.300621, 0.804430], [1.569660, -2.470529, 1.822660], [0.626228, -1.235526, 1.706347], [1.478465, -1.496829, 2.052445]], "atomic_forces_ev_per_a": [[0.97, -1.34, -0.45], [-2.31, 3.51, 1.42], [2.17, 1.64, 0.84], [-1.12, 1.82, -1.91], [0.81, -0.74, 0.15], [1.93, 0.10, 0.56], [1.00, -0.94, -0.10], [0.89, -0.97, 1.07], [-1.08, -3.39, -1.76], [-0.51, -0.64, -0.88], [-0.05, 0.05, 0.93], [-1.18, 0.22, -0.49], [-0.55, 0.22, 0.48], [-0.90, 0.01, -0.19], [-0.79, 0.54, -0.28], [-0.46, 2.03, 0.35], [-0.02, -0.65, -0.06], [1.18, -1.45, 0.31]]}

---

{"formula": "C4H9NO4", "method": "ωB97M-V/def2-TZVPD", "orbital_gap_ev": [8.46, 8.46], "charge": 0, "molar_mass_g_mol": 135.1, "lumo_ev": [-0.439, -0.442], "homo_energy_ev": [-8.90, -8.90], "relative_energy_kcal_mol": 179.0, "elements": ["C", "C", "C", "C", "N", "O", "O", "O", "O", "H", "H", "H", "H", "H", "H", "H", "H", "H"], "coordinates": [[0.330808, -0.726894, 1.709976], [1.837274, 0.674054, -0.377728], [-1.144792, -1.109427, -1.308310], [0.355583, 0.515218, -0.246357], [-0.441760, 1.568472, 0.478632], [0.180266, 2.228335, 1.328504], [-1.675287, 1.611258, 0.278780], [-2.157673, -0.946349, -0.410287], [-0.212696, 0.013369, -1.382600], [-0.722692, -0.554717, 1.976717], [1.037406, -0.356066, 2.424328], [0.575059, -1.620368, 1.042780], [2.165243, 0.432601, -1.386824], [2.228153, 1.704525, -0.144419], [2.464865, 0.151810, 0.271949], [-0.456983, -1.919210, -1.134299], [-1.445648, -1.276582, -2.286960], [-2.917127, -0.390029, -0.833883]], "atomic_forces_ev_per_a": [[-1.27, -0.10, -4.18], [0.57, 2.82, -0.87], [1.37, 0.83, 1.05], [-0.11, -1.81, 2.59], [-0.64, 0.22, 0.37], [-1.15, -0.61, -1.36], [2.51, 0.39, 0.32], [-1.94, 0.65, -0.96], [-0.36, 0.67, 0.79], [0.54, -0.49, -0.17], [0.57, 0.31, -0.23], [-0.39, 1.01, 1.74], [-0.26, 0.03, -0.13], [-0.92, -0.53, -0.49], [0.39, -1.54, 1.19], [-0.31, -0.79, 1.16], [-0.86, 0.29, -2.00], [2.25, -1.35, 1.17]]}

---

{"formula": "C4H9NO4", "method": "ωB97M-V/def2-TZVPD", "orbital_gap_ev": 9.28, "charge": 0, "molar_mass_g_mol": 135.1, "lumo_ev": -0.729, "homo_energy_ev": -10.01, "relative_energy_kcal_mol": 135.9, "elements": ["C", "O", "N", "O", "H", "H", "H", "C", "C", "C", "O", "O", "H", "H", "H", "H", "H", "H"], "coordinates": [[-1.680877, 0.788068, -1.197948], [-0.442410, 0.102572, -1.268505], [0.901033, 1.282912, -1.023172], [1.830610, 0.990390, -1.624088], [-2.252464, 0.455693, -0.327553], [-1.546530, 1.871887, -1.099689], [-2.246319, 0.587336, -2.110339], [0.578721, 1.004499, 1.835078], [0.751989, -2.039052, -0.288335], [-0.072332, -0.920792, 0.282617], [1.026483, 0.143245, 0.800751], [-1.066130, -1.048127, 0.955242], [0.526815, 2.040653, 1.480926], [1.270319, 0.955229, 2.678417], [-0.426770, 0.744057, 2.175677], [0.082443, -2.785850, -0.715912], [1.425915, -1.681597, -1.064394], [1.339504, -2.491122, 0.511228]], "atomic_forces_ev_per_a": [[0.13, -0.05, 0.07], [0.59, 0.60, -0.33], [1.97, -0.98, -1.63], [-2.91, 0.58, 1.52], [0.07, -0.14, 0.01], [0.19, -0.03, -0.05], [0.03, 0.03, 0.04], [-0.24, 0.07, -0.07], [-0.16, 0.19, -0.63], [0.74, 0.24, 2.56], [-1.26, -0.83, -0.45], [0.69, 0.46, -1.01], [0.13, -0.04, -0.07], [-0.01, -0.06, -0.08], [0.09, -0.21, -0.03], [0.03, 0.07, 0.04], [0.02, -0.02, 0.06], [-0.13, 0.14, 0.05]]}

---

{"formula": "C4H9NO4S", "method": "ωB97M-V/def2-TZVPD", "orbital_gap_ev": 7.79, "charge": 0, "molar_mass_g_mol": 167.2, "lumo_ev": -0.546, "homo_energy_ev": -8.33, "relative_energy_kcal_mol": 117.7, "elements": ["C", "C", "C", "C", "N", "O", "O", "O", "O", "S", "H", "H", "H", "H", "H", "H", "H", "H", "H"], "coordinates": [[0.311568, -0.279598, -1.085180], [-0.748092, -0.705247, 2.195435], [2.128124, -0.438750, -2.706666], [1.468061, -0.815331, -1.396609], [0.069584, 0.332610, 2.620139], [-1.242735, 1.851110, 0.849960], [-3.533579, 0.972422, 0.733026], [-1.881612, -0.608668, 1.774671], [-0.385571, -0.505345, 0.094285], [-1.934345, 0.647565, 0.264840], [0.086854, 0.720123, -1.523626], [-0.204952, -1.696695, 2.140805], [1.869902, 0.665938, -2.807757], [1.653328, -1.020118, -3.553887], [3.235951, -0.451122, -2.803793], [1.929182, -1.654901, -0.988012], [-0.375970, 1.237280, 2.357621], [1.030968, 0.070400, 2.448135], [-3.476665, 1.678326, 1.386614]], "atomic_forces_ev_per_a": [[-0.76, 2.07, 2.85], [5.46, -0.17, 0.81], [-0.81, 1.85, -0.87], [0.91, -0.26, -2.24], [-2.83, -1.77, -0.36], [-1.18, -1.99, -1.17], [1.15, -0.23, -0.35], [-3.13, 0.69, 0.00], [1.15, -0.23, -2.36], [-0.33, 2.08, 0.60], [-0.35, -0.86, -0.28], [-0.86, 0.81, 0.63], [0.27, -1.25, -0.59], [0.76, 0.70, 0.76], [-0.75, -0.48, 0.48], [0.14, -1.37, 1.41], [1.29, -0.49, 0.15], [0.05, 0.76, 0.17], [-0.17, 0.15, 0.35]]}

---

{"formula": "C4H9NOP", "method": "ωB97M-V/def2-TZVPD", "orbital_gap_ev": 9.28, "charge": 1, "molar_mass_g_mol": 118.1, "lumo_ev": -4.152, "homo_energy_ev": -13.43, "relative_energy_kcal_mol": 43.5, "elements": ["C", "C", "C", "C", "N", "O", "P", "H", "H", "H", "H", "H", "H", "H", "H", "H"], "coordinates": [[0.315931, 2.062263, 0.475053], [-0.150573, 1.046444, -0.213972], [-1.138400, 0.844673, -1.275672], [0.005874, -1.596887, 0.044972], [0.425184, -0.292567, 0.493793], [1.167629, 1.800934, 1.547619], [1.587320, 0.266584, 1.573795], [0.157207, 3.162067, 0.196126], [-2.080142, 0.396951, -0.875465], [-1.286310, 1.857324, -1.753809], [-0.846863, 0.198558, -2.044517], [-0.768380, -1.363845, -0.762796], [-0.355439, -2.177615, 0.824041], [0.875017, -1.954808, -0.380540], [1.284309, -0.096475, 2.797539], [3.052737, -0.108350, 1.406475]], "atomic_forces_ev_per_a": [[-0.60, 2.80, -1.55], [1.26, -3.29, 2.18], [-1.25, 1.96, 0.45], [-0.96, 2.36, -1.97], [0.44, 4.32, 0.56], [0.88, -0.32, -0.21], [-0.77, -0.57, -2.95], [0.37, -1.88, 0.86], [0.50, 0.79, -0.17], [-0.33, -1.11, 0.55], [0.91, -0.92, -1.18], [1.04, -1.03, 1.28], [-0.87, -1.16, 1.30], [1.34, -1.87, -1.28], [-0.18, -0.84, 2.25], [-1.78, 0.76, -0.13]]}